A 2-piece molecular cluster, C5H8N3 overall at a distorted geometry. Source: OMol25; level of theory: ωB97M-V/def2-TZVPD.

```
16
C5H8N3, DFT ωB97M-V/def2-TZVPD
C 0.88 -2.01 -0.58
C -0.69 2.30 -1.38
C 0.90 -3.25 -0.98
C -0.73 0.32 1.90
C 0.26 1.03 0.99
N 0.82 -0.89 -0.15
N -0.90 2.75 -2.42
N 0.99 0.28 0.10
H 1.59 -3.57 -1.74
H 0.22 -3.99 -0.58
H -1.07 1.00 2.68
H -1.59 -0.03 1.34
H -0.26 -0.54 2.38
H -0.27 1.73 0.25
H 0.95 1.71 1.50
H -1.09 3.15 -3.31
```

Output
**HOMO-LUMO gap (alpha / beta)**: 0.320 / 0.216 hartree
**Total charge**: +1
**LUMO energy (alpha / beta)**: -3.7 / -8.1 eV
**HOMO level (alpha / beta)**: -12.3941 / -14.0163 eV
**Expectation value of S²**: 2.03
**E_tot**: -359.05778 hartree
**Multiplicity**: 3

A 2-piece molecular cluster, C5H10O2 overall. Source: OMol25; level of theory: ωB97M-V/def2-TZVPD.

```
17
C5H10O2, DFT ωB97M-V/def2-TZVPD
C 2.06 0.34 -0.82
C 0.72 -0.32 -0.79
O 0.70 -1.60 -0.95
C -0.36 0.49 -0.11
C -1.54 -0.23 0.54
C -0.93 0.26 1.86
O 0.17 0.88 1.19
H 2.74 -0.21 -1.47
H 1.96 1.38 -1.15
H 2.44 0.35 0.20
H -0.88 -0.53 -2.03
H -0.30 -1.53 -1.41
H -0.61 1.37 -0.72
H -2.52 0.17 0.28
H -1.54 -1.31 0.41
H -0.59 -0.52 2.56
H -1.53 1.00 2.41
```

Output
**HOMO-LUMO gap (alpha / beta)**: 0.285 / 0.285 hartree
**LUMO energy (alpha / beta)**: -0.2 / -0.2 eV
**HOMO level (alpha / beta)**: -7.9648 / -7.9652 eV
**E_tot**: -346.79805 hartree
**Multiplicity**: 1

A 3-piece molecular cluster, C3H11O3 overall at a distorted geometry. Source: OMol25; level of theory: ωB97M-V/def2-TZVPD.

```
17
C3H11O3, DFT ωB97M-V/def2-TZVPD
C -0.47 1.36 -0.25
O 0.35 0.66 0.44
C -1.90 0.85 -0.07
C -2.08 -0.65 0.11
H -0.34 1.22 -1.39
H -0.28 2.37 0.19
H -2.50 1.29 -1.01
H -2.26 1.57 0.71
H -1.30 -1.27 0.54
H -2.07 -1.23 -0.79
H -2.89 -0.89 0.86
H 2.21 -1.09 0.07
H 1.53 -0.81 1.49
O 2.46 -0.97 1.05
H 0.86 -0.20 -0.04
H 1.75 -0.63 -1.83
O 1.20 -0.90 -1.19
```

Output
**HOMO-LUMO gap**: 0.311 hartree
**Total charge**: -1
**LUMO energy**: 4.2 eV
**HOMO level**: -4.2452 eV
**E_tot**: -346.56253 hartree
**Multiplicity**: 1

C22H20CaF5N6OS2 as an isolated structure at a distorted geometry. Source: OMol25; level of theory: ωB97M-V/def2-TZVPD.

```
57
C22H20CaF5N6OS2, DFT ωB97M-V/def2-TZVPD
Ca 0.80 0.20 0.30
N 3.50 -2.99 2.09
C 2.86 -1.78 1.81
S 3.31 -1.00 0.31
N 2.02 -1.40 2.72
N 1.29 -0.27 2.38
C 0.83 0.45 3.32
C 0.18 1.74 3.10
C -0.64 2.26 4.11
C -1.24 3.49 4.00
C -0.99 4.26 2.86
C -0.16 3.80 1.86
C 0.43 2.50 1.92
O 1.18 2.08 0.94
H 4.43 -3.04 1.69
H 3.46 -3.24 3.07
H 0.98 0.13 4.36
H -0.81 1.65 4.99
H -1.90 3.86 4.78
H -1.45 5.24 2.75
H 0.07 4.40 0.99
C 1.96 -3.84 -1.99
C 0.99 -4.45 -0.97
C -0.15 -5.19 -1.69
C 1.74 -5.40 -0.02
C 0.39 -3.35 -0.17
N -0.14 -2.51 0.40
H 2.46 -4.64 -2.54
H 2.70 -3.22 -1.49
H 1.42 -3.20 -2.70
H 0.28 -5.98 -2.31
H -0.71 -4.51 -2.34
H -0.84 -5.64 -0.98
H 2.31 -6.12 -0.61
H 1.04 -5.95 0.61
H 2.42 -4.84 0.62
F -3.06 6.49 -1.64
C -2.82 5.23 -1.25
C -3.71 4.57 -0.42
F -4.81 5.21 0.00
C -3.46 3.27 -0.03
F -4.37 2.70 0.77
C -2.33 2.55 -0.42
S -2.06 0.93 0.12
C -1.47 3.26 -1.26
F -0.36 2.68 -1.73
C -1.71 4.56 -1.68
F -0.84 5.17 -2.50
N -0.12 0.59 -3.85
C -1.21 -0.21 -3.56
C -0.90 -0.85 -2.41
N 0.36 -0.48 -1.99
C 0.79 0.39 -2.88
H -0.06 1.26 -4.59
H -2.10 -0.21 -4.17
H -1.50 -1.54 -1.84
H 1.74 0.90 -2.84
```

Output
**HOMO-LUMO gap**: 0.243 hartree
**Total charge**: -1
**LUMO energy**: 2.4 eV
**HOMO level**: -4.1681 eV
**E_tot**: -3227.62445 hartree
**Multiplicity**: 1

C17H13N5ORu as an isolated structure at a distorted geometry. Source: OMol25; level of theory: ωB97M-V/def2-TZVPD.

```
37
C17H13N5ORu, DFT ωB97M-V/def2-TZVPD
Ru -1.57 0.03 0.60
C -3.03 -0.65 2.36
C -3.79 -0.12 1.28
C -3.76 -1.06 0.22
C -3.00 -2.18 0.64
C -2.53 -1.92 1.95
H -2.97 -0.24 3.35
H -4.42 0.76 1.33
H -4.36 -1.01 -0.68
H -2.88 -3.10 0.10
H -2.01 -2.63 2.58
N -0.67 -0.72 -1.59
C 0.76 -0.77 -1.45
C 1.58 -0.80 -2.56
C 2.98 -0.83 -2.42
C 3.55 -0.76 -1.18
C 2.75 -0.71 -0.02
C 3.28 -0.57 1.28
C 2.42 -0.50 2.35
C 1.04 -0.62 2.13
N 0.53 -0.75 0.93
C 1.33 -0.76 -0.16
H -1.04 -1.66 -1.75
H -0.92 -0.15 -2.41
H 1.15 -0.80 -3.55
H 3.59 -0.88 -3.30
H 4.62 -0.72 -1.07
H 4.35 -0.50 1.42
H 2.79 -0.37 3.36
H 0.35 -0.62 2.97
O -0.76 2.03 0.63
N 0.08 2.44 -0.23
C 0.07 3.52 -0.93
C -0.89 4.55 -0.87
N -1.67 5.39 -0.82
C 1.11 3.73 -1.87
N 1.93 3.92 -2.65
```

Output
**HOMO-LUMO gap (alpha / beta)**: 0.248 / 0.254 hartree
**Total charge**: +1
**LUMO energy (alpha / beta)**: -5.2 / -5.0 eV
**HOMO level (alpha / beta)**: -11.9688 / -11.8627 eV
**Expectation value of S²**: 0.77
**E_tot**: -1099.13972 hartree
**Multiplicity**: 2

A 2-piece molecular cluster, C2H3ClO overall at a distorted geometry. Source: OMol25; level of theory: ωB97M-V/def2-TZVPD.

```
7
C2H3ClO, DFT ωB97M-V/def2-TZVPD
C -0.25 -1.07 1.13
C 0.61 1.47 -1.11
O -0.72 -0.19 0.51
Cl -0.60 2.41 -1.66
H 0.60 -1.85 0.67
H -0.47 -1.26 2.15
H 0.82 0.49 -1.69
```

Output
**HOMO-LUMO gap (alpha / beta)**: 0.297 / 0.297 hartree
**LUMO energy (alpha / beta)**: -0.2 / -0.2 eV
**HOMO level (alpha / beta)**: -8.3163 / -8.3168 eV
**E_tot**: -613.25231 hartree
**Multiplicity**: 1